No. 1
Molecular formula: C14H38BNO14PS3
Method: DFT, wB97M-V/def2-TZVPD

Atoms and positions in Å:
C -2.07202 2.48415 -0.69888
O -1.44231 1.25856 -0.92532
C -0.39581 0.94138 -0.01211
B 1.02794 1.71478 -0.26435
C 2.06579 1.23135 0.90456
C 3.35432 2.05721 1.09167
C 3.20574 3.51855 0.77269
N 3.91276 3.96823 -0.36572
O 2.54972 4.30693 1.43632
P 1.62869 1.21752 -2.04995
O 0.77584 0.27710 -2.81368
O 1.83598 2.58613 -2.93483
O 3.15737 0.59362 -2.00711
H -1.68741 3.22911 -1.40412
H -3.13597 2.38156 -0.91170
H -1.91932 2.89173 0.29821
H -0.22611 -0.13483 -0.02767
H -0.70119 1.19050 1.01153
H 0.78831 2.91485 -0.27313
H 2.40141 0.23029 0.62798
H 1.56419 1.10578 1.86159
H 3.65185 2.01884 2.14053
H 4.18502 1.63612 0.53122
H 3.32831 4.62013 -0.87120
H 4.12616 3.19247 -0.97791
H 1.61876 3.32589 -2.36609
H 3.72951 1.08329 -2.59722
O -5.21159 0.54942 -3.03946
S -4.46994 1.46611 -3.85309
O -4.62351 2.87564 -3.65476
O -4.79414 1.12858 -5.38579
C -6.17640 1.07972 -5.77433
C -6.81275 2.45200 -5.88665
C -2.76356 1.04164 -3.86339
H -6.72416 0.44128 -5.07844
H -6.17478 0.58528 -6.74425
H -6.87087 2.94401 -4.91783
H -7.82399 2.35920 -6.28582
H -6.22751 3.09092 -6.54765
H -2.66842 -0.02314 -4.05205
H -2.35149 1.28112 -2.88270
H -2.26426 1.62480 -4.63184
O 2.11459 -0.31043 6.25015
S 3.35091 0.16661 5.71073
O 3.51326 0.32029 4.30312
O 4.53165 -0.73894 6.28194
C 4.41919 -2.16562 6.08798
C 4.69164 -2.59311 4.65936
C 3.80838 1.66765 6.50553
H 3.43505 -2.49615 6.42405
H 5.15959 -2.59357 6.76115
H 3.93276 -2.21681 3.97619
H 4.69684 -3.68156 4.59555
H 5.65645 -2.21342 4.32401
H 3.71298 1.54425 7.58039
H 3.12264 2.42994 6.14268
H 4.82765 1.91445 6.22273
O 0.23946 -4.69302 0.96186
S -1.11714 -5.09998 0.76917
O -1.39773 -6.38094 0.19273
O -1.90151 -3.97537 -0.01547
C -1.34952 -3.47934 -1.26299
C -1.49876 -4.46881 -2.40067
C -2.00049 -4.95386 2.28478
H -0.30869 -3.19290 -1.11522
H -1.90519 -2.57190 -1.48379
H -0.90383 -5.36586 -2.23447
H -1.16595 -4.00457 -3.32863
H -2.53922 -4.77737 -2.50746
H -1.80501 -3.97417 2.71100
H -1.63121 -5.73884 2.94056
H -3.05894 -5.09447 2.08580

Atomic forces in eV per Å
C 0.2 0.4 -0.6
O -0.6 -0.5 0.2
C 1.1 0.4 0.1
B -0.4 -0.2 0.4
C 0.2 0.1 -0.8
C 0.2 0.1 0.7
C -0.3 0.7 0.1
N -0.8 -0.6 0.1
O 0.5 -0.6 -0.4
P -0.8 -0.7 0.2
O 0.0 -0.1 -0.2
O 0.6 0.0 -0.2
O 0.0 0.4 0.2
H 0.1 0.2 0.0
H -0.2 -0.1 0.2
H 0.0 -0.2 0.3
H -0.3 -0.2 -0.2
H -0.3 0.0 0.1
H 0.2 0.1 -0.1
H 0.0 -0.2 0.1
H -0.2 0.2 0.1
H 0.1 -0.1 0.1
H 0.0 -0.1 -0.3
H 0.2 0.5 0.1
H 0.1 -0.1 0.0
H -0.1 0.2 0.2
H 0.2 0.1 -0.3
O -0.2 0.1 0.1
S 0.6 -0.2 -0.2
O -0.1 0.1 0.1
O 0.1 0.1 -0.1
C -0.3 0.0 -0.1
C 0.1 0.1 0.1
C -0.1 0.1 0.0
H 0.1 0.0 0.1
H 0.1 0.0 0.0
H 0.0 0.0 0.0
H 0.0 -0.1 0.0
H 0.0 0.0 0.0
H 0.0 0.0 0.0
H 0.0 -0.1 0.0
H 0.0 0.0 0.0
O -0.1 -0.1 0.0
S 0.2 0.1 0.2
O -0.1 0.0 -0.1
O 0.1 0.1 0.0
C 0.0 -0.4 -0.1
C -0.1 0.2 -0.1
C 0.0 0.0 0.1
H 0.0 0.1 0.0
H 0.0 0.1 0.1
H 0.0 0.0 0.0
H 0.0 0.0 0.1
H 0.0 0.0 0.0
H 0.0 0.0 0.0
H 0.0 0.0 0.0
H 0.0 0.0 0.0
O 0.2 -0.1 -0.1
S -0.3 0.3 0.0
O 0.1 -0.1 0.0
O -0.1 -0.1 0.0
C 0.3 0.2 -0.5
C 0.0 -0.2 0.2
C 0.0 0.0 0.1
H 0.0 -0.1 0.1
H -0.1 0.0 0.2
H 0.0 0.0 0.0
H 0.0 0.1 0.0
H 0.0 0.1 0.0
H 0.0 0.0 0.0
H 0.0 0.0 0.0
H 0.0 0.0 0.0

Calculated values
Gap between HOMO and LUMO in eV: 7.270
LUMO level in eV: 2.097
Multiplicity: 1
Total charge: -1

Löwdin analysis output, partial charges in e: -0.1405, -0.2524, -0.2310, -0.5795, -0.1710, -0.1536, -0.5422, 0.1361, 0.0356, 0.5349, -0.3379, -0.1955, -0.1859, 0.0880, 0.0765, 0.0873, 0.0966, 0.0964, 0.0850, 0.0893, 0.0894, 0.0954, 0.1000, 0.0870, 0.0638, 0.0276, 0.0424, -0.2840, 0.5733, -0.2860, -0.2694, -0.2667, -0.0793, -0.0980, 0.1112, 0.1168, 0.0677, 0.0757, 0.0818, 0.0812, 0.0469, 0.0840, -0.2736, 0.5647, -0.2612, -0.2680, -0.2559, -0.0714, -0.1212, 0.1125, 0.1170, 0.0739, 0.0803, 0.0841, 0.0711, 0.0800, 0.0741, -0.2717, 0.5524, -0.2881, -0.2623, -0.2292, -0.0748, -0.1267, 0.1206, 0.1255, 0.0684, 0.0822, 0.0813, 0.0760, 0.0714, 0.0716

No. 2
Molecular formula: C14H38CuN3O9
Method: DFT, wB97M-V/def2-TZVPD

Atoms and positions in Å:
Cu -5.41183 -2.95553 -2.21816
N -4.37208 -1.31735 0.43706
O -3.98316 -1.90090 1.43188
O -4.04011 -0.17163 0.16554
O -5.18773 -1.90691 -0.34549
C -5.15497 -5.37901 -0.86553
O -4.53451 -4.19129 -1.37244
C -3.14849 -4.34830 -1.70303
C -2.60110 -2.99171 -2.08508
N -3.57840 -2.48909 -3.07120
C -3.43393 -1.06252 -3.40936
C -4.78193 -0.50932 -3.89894
O -5.69917 -0.86446 -2.88696
C -6.55063 0.20953 -2.45042
H -5.04746 -6.21494 -1.55711
H -6.19456 -5.13062 -0.66493
H -4.72823 -5.64946 0.10538
H -2.98251 -5.11361 -2.48217
H -2.56941 -4.75226 -0.85881
H -1.61750 -3.12348 -2.54264
H -2.51733 -2.33424 -1.22212
H -3.38141 -2.99406 -3.93759
H -2.66068 -0.90830 -4.16615
H -3.20024 -0.46359 -2.53096
H -5.04755 -0.84744 -4.90316
H -4.64487 0.57668 -3.91547
H -6.99639 0.68900 -3.31686
H -5.91368 0.90203 -1.89323
H -7.26297 -0.19563 -1.74022
C -2.02942 4.49521 3.01515
O -3.34649 4.85445 2.62011
C -4.12752 3.75802 2.18106
C -3.81970 3.44458 0.74251
N -4.33051 4.50680 -0.11628
C -3.78644 4.52490 -1.45649
C -4.32981 3.44734 -2.36680
O -3.88636 3.69565 -3.66135
C -4.81960 4.35694 -4.46525
H -1.44978 5.41651 3.00076
H -1.63159 3.69795 2.39058
H -2.01698 4.17732 4.06830
H -5.16388 4.08197 2.24288
H -3.88815 2.89457 2.81153
H -4.25201 2.50214 0.39659
H -2.72558 3.39082 0.56752
H -4.29596 5.43358 0.27617
H -2.69726 4.35068 -1.40141
H -4.04691 5.48534 -1.89809
H -5.42473 3.44829 -2.29142
H -3.91250 2.46303 -2.12961
H -4.24894 4.96696 -5.15833
H -5.47590 4.98664 -3.85652
H -5.46194 3.65184 -5.00534
C -4.37634 -0.43052 4.30099
O -2.98878 -0.54178 4.01500
H -4.96819 0.07758 3.52850
H -4.78973 -1.41559 4.53439
H -4.48073 0.20029 5.18543
H -2.92068 -1.06947 3.21111
C -0.24334 -0.29157 1.30563
O -0.91915 -0.71309 0.13851
H -0.59938 0.69169 1.64831
H -0.38196 -0.90306 2.21246
H 0.82891 -0.21124 1.13663
H -1.78332 -0.28742 0.16251

Atomic forces in eV per Å
Cu -0.2 4.9 -0.7
N -0.2 -0.1 0.3
O 0.2 -0.4 0.2
O 0.5 0.7 -0.4
O -1.0 -0.5 -0.6
C -0.3 -0.5 0.8
O 1.6 -3.2 1.1
C 1.8 -0.7 0.4
C -0.4 -0.7 -0.1
N 0.3 0.2 -0.7
C -0.7 0.8 -0.4
C 1.5 0.3 0.2
O -0.8 -1.4 -0.4
C 0.5 0.1 0.6
H -0.1 0.1 -0.1
H -0.1 -0.1 -0.2
H 0.2 0.2 -0.2
H -0.6 0.4 -0.1
H -0.6 0.3 0.2
H 0.0 0.2 0.1
H -0.1 0.1 -0.1
H -0.4 -0.1 0.1
H 0.0 -0.1 0.1
H 0.2 -0.4 0.3
H -0.3 -0.2 0.1
H -0.3 0.0 -0.2
H -0.3 0.0 0.1
H -0.1 0.1 -0.1
H -0.2 -0.1 -0.2
C -0.5 0.4 0.7
O 0.1 0.2 0.0
C 0.7 -0.1 0.1
C 0.4 0.7 -1.1
N -0.9 -0.2 -0.4
C 0.3 -0.3 0.8
C -0.1 -0.3 0.5
O 0.3 -0.3 -0.8
C -0.2 0.3 -0.1
H 0.2 -0.2 -0.4
H 0.3 0.1 -0.1
H -0.1 -0.3 -0.2
H -0.1 -0.2 0.3
H -0.5 -0.1 0.0
H 0.0 -0.1 0.3
H -0.1 -0.3 0.3
H 0.3 -0.1 0.4
H 0.0 0.5 -0.4
H 0.3 0.1 -0.1
H 0.0 -0.3 0.0
H -0.3 -0.1 0.5
H -0.2 0.1 -0.2
H 0.1 0.2 -0.1
H 0.1 0.0 -0.1
C 0.0 0.2 0.5
O -0.2 0.1 -0.3
H 0.2 -0.3 -0.2
H -0.2 0.1 -0.1
H 0.1 -0.1 0.1
H 0.0 0.1 0.0
C 0.1 0.8 1.3
O -0.2 -0.2 -0.1
H 0.1 0.0 -0.4
H -0.2 -0.4 -0.6
H 0.0 -0.1 -0.3
H -0.1 -0.1 0.0

Calculated values
Gap between HOMO and LUMO (alpha / beta) in eV: 5.604 / 3.472
LUMO level (alpha / beta) in eV: -4.681 / -6.813
Energy relative to the best compared isomer or geometry (same formula, charge and spin) in kcal/mol: 0.0
Multiplicity: 2
Total charge: +1

Löwdin analysis output, partial charges in e: 0.9139, -0.5559, 0.0514, 0.0140, -0.1039, 0.0050, -0.3191, -0.1393, -0.1152, -0.0597, -0.1185, -0.1675, -0.2686, -0.0136, 0.1144, 0.1126, 0.1256, 0.1495, 0.1597, 0.1556, 0.1189, 0.1537, 0.1479, 0.1308, 0.1380, 0.1319, 0.1066, 0.0888, 0.1030, -0.0947, -0.1953, -0.2135, -0.2128, -0.0676, -0.2063, -0.2702, -0.1977, -0.1111, 0.0903, 0.0724, 0.0914, 0.1280, 0.1210, 0.1005, 0.1133, 0.1107, 0.1260, 0.1286, 0.1221, 0.1087, 0.0933, 0.0913, 0.0828, -0.1732, -0.1339, 0.0692, 0.0772, 0.0777, 0.0316, -0.1560, -0.1334, 0.0806, 0.0797, 0.0784, 0.0311

No. 3
Molecular formula: C14H38N13O28
Method: DFT, wB97M-V/def2-TZVPD

Atoms and positions in Å:
N 5.00752 0.84381 0.55337
C 4.51949 2.20867 0.33392
O 5.26490 3.20200 0.06895
O 3.09621 2.37943 0.45377
C 2.47637 1.08160 0.71235
O 2.15846 0.68449 1.88364
O 2.19926 0.31142 -0.42418
H 5.49021 0.45650 -0.26626
H 5.54797 0.74457 1.42076
C 0.47515 -1.95716 1.97583
N 0.52323 -3.44363 1.99082
O 0.87433 -4.00777 0.96208
O 0.20793 -3.99805 3.03237
H 0.77931 -1.60356 0.99131
H -0.54954 -1.65990 2.19226
H 1.16147 -1.59867 2.74175
C 0.48949 -5.57263 -1.47119
N 0.31100 -5.39681 -2.93669
O -0.75435 -5.75632 -3.42369
O 1.24275 -4.90520 -3.55084
H -0.41377 -6.01782 -1.05856
H 1.34459 -6.22760 -1.31792
H 0.66430 -4.58797 -1.04158
C 1.17718 -9.55331 0.90887
N 1.24997 -8.18245 0.34013
O 0.58392 -7.31381 0.88643
O 1.97675 -8.02846 -0.63845
H 0.50300 -9.54299 1.76346
H 0.80064 -10.21327 0.12813
H 2.18392 -9.83583 1.21465
C 6.06725 5.44011 3.58963
N 6.12297 3.95575 3.60371
O 6.47085 3.40080 2.57842
O 5.81301 3.40101 4.64986
H 6.36572 5.79270 2.60389
H 5.04104 5.73217 3.80947
H 6.75464 5.80180 4.35403
C 0.39066 2.32342 -2.48743
N 0.44404 3.69948 -3.04904
O -0.22554 4.56199 -2.49383
O 1.15321 3.87024 -4.02675
H -0.27529 2.32108 -1.62667
H 0.01294 1.66519 -3.26916
H 1.40364 2.04605 -2.19119
C -3.39931 5.59668 -3.04587
N -4.35566 4.49575 -3.33617
O -5.02626 4.58588 -4.35568
O -4.39996 3.58133 -2.53252
H -3.46612 6.33788 -3.84034
H -3.68055 6.03160 -2.08736
H -2.39976 5.16254 -3.00563
C -3.74640 1.11479 1.74504
N -2.55058 0.24612 1.88700
O -2.43374 -0.39109 2.92455
O -1.77221 0.23776 0.94939
H -4.35286 1.03079 2.64537
H -3.39395 2.13694 1.61180
H -4.30104 0.77056 0.87255
C -7.61245 1.41686 -1.70359
N -6.43726 1.44214 -0.79486
O -6.25378 2.45398 -0.13766
O -5.73506 0.44421 -0.77131
H -8.14067 2.36513 -1.62151
H -7.24092 1.26918 -2.71698
H -8.25103 0.59112 -1.39150
C -8.25901 6.40034 -3.33135
N -9.20151 5.28736 -3.61590
O -9.86802 5.36346 -4.63458
O -9.23817 4.37569 -2.80511
H -8.33226 7.13516 -4.13104
H -8.54727 6.83882 -2.37658
H -7.25578 5.97727 -3.28644
C -3.46809 -6.02678 -2.51217
N -4.41123 -6.86653 -1.72722
O -4.15269 -7.04899 -0.54814
O -5.37929 -7.31413 -2.32312
H -2.66208 -5.70046 -1.85985
H -3.08145 -6.63905 -3.32498
H -4.02721 -5.17209 -2.89155
C 4.67561 -3.03744 -1.46835
N 5.21268 -1.78176 -0.88414
O 5.71231 -0.97071 -1.65436
O 5.11514 -1.65113 0.32129
H 4.82933 -3.01715 -2.54585
H 5.21739 -3.86766 -1.01664
H 3.61296 -3.08137 -1.23067
C 7.82226 2.78278 7.17945
N 8.33527 4.04664 7.77009
O 8.82224 4.86616 7.00666
O 8.23143 4.17235 8.97988
H 7.97913 2.80882 6.10294
H 8.37699 1.96056 7.63028
H 6.76016 2.71866 7.41231

Atomic forces in eV per Å
N -0.8 2.0 -0.1
C 1.4 2.5 -0.4
O -3.4 -3.7 0.8
O 3.0 -1.7 0.3
C -2.9 -5.9 -1.8
O 1.5 2.6 -3.2
O 1.4 4.2 4.3
H -0.2 0.7 0.6
H -0.3 0.3 -0.7
C 0.1 0.2 -0.3
N -0.1 0.3 0.2
O -0.2 -0.2 0.7
O 0.2 -0.1 -0.7
H 0.1 0.0 0.2
H 0.2 -0.1 0.2
H -0.1 0.0 -0.1
C -0.2 0.2 -0.1
N 0.2 0.1 0.0
O 0.6 0.2 -0.2
O -0.7 -0.3 0.1
H 0.1 0.1 -0.1
H -0.1 0.3 -0.1
H 0.0 -0.2 -0.1
C -0.1 -0.2 0.2
N -0.3 0.6 0.2
O 0.7 -0.7 -0.6
O -0.4 -0.3 0.8
H 0.1 0.1 -0.2
H 0.2 0.1 0.0
H -0.1 0.0 -0.2
C 0.0 0.3 -0.2
N 0.1 -0.4 -0.5
O -0.1 0.2 0.9
O 0.2 0.2 -0.3
H -0.1 -0.2 0.1
H 0.1 -0.1 0.1
H -0.2 -0.1 0.0
C 0.0 -0.1 0.3
N 0.1 -0.2 -0.1
O 0.2 0.0 -0.5
O -0.5 0.2 0.5
H 0.2 0.1 -0.1
H 0.2 0.1 0.0
H -0.1 -0.2 0.0
C 0.2 0.3 -0.1
N 0.0 -0.1 0.1
O 0.1 -0.2 0.5
O -0.2 0.4 -0.5
H -0.1 -0.2 0.1
H 0.1 -0.2 0.0
H -0.1 0.0 0.2
C -0.3 0.1 0.2
N 0.2 0.1 -0.1
O 0.1 0.1 -0.5
O -0.4 -0.2 0.6
H 0.2 -0.1 -0.1
H 0.0 -0.1 -0.1
H 0.2 0.2 0.1
C -0.3 0.2 -0.1
N 0.2 0.2 0.1
O 0.0 -0.6 -0.2
O -0.3 0.4 0.0
H 0.2 -0.1 0.0
H 0.0 -0.1 0.1
H 0.2 0.0 -0.1
C 0.2 0.3 -0.1
N -0.2 -0.2 -0.2
O 0.3 -0.2 0.6
O -0.1 0.3 -0.4
H -0.1 -0.2 0.1
H 0.1 -0.2 0.0
H -0.1 0.0 0.1
C 0.2 0.1 0.1
N -0.1 0.0 0.2
O -0.3 -0.1 -0.6
O 0.4 0.1 0.4
H -0.2 -0.1 -0.1
H -0.1 0.1 0.1
H 0.0 -0.2 -0.1
C -0.2 -0.1 -0.3
N -0.2 -0.1 0.4
O 0.0 -0.2 0.4
O 0.5 -0.7 -0.9
H 0.0 0.1 0.2
H -0.1 0.1 0.1
H 0.1 0.0 0.1
C 0.0 -0.2 -0.3
N 0.1 0.2 0.0
O -0.2 -0.2 0.5
O 0.1 0.1 -0.6
H -0.1 0.1 0.2
H -0.1 0.1 0.1
H 0.1 0.0 0.0

Calculated values
Gap between HOMO and LUMO in eV: 6.188
LUMO level in eV: 1.133
Multiplicity: 1
Total charge: -1

Löwdin analysis output, partial charges in e: 0.1056, -0.4012, 0.0074, 0.0278, -0.5785, -0.0491, -0.1927, 0.0545, 0.1022, 0.0461, -0.4176, 0.0202, 0.0518, 0.0858, 0.0648, 0.1021, 0.0265, -0.4178, 0.0239, 0.0646, 0.0855, 0.0676, 0.0813, 0.0449, -0.4116, 0.0817, 0.0384, 0.0972, 0.1007, 0.1005, 0.0452, -0.4266, 0.0772, 0.0328, 0.0986, 0.1019, 0.0932, 0.0508, -0.4330, 0.0205, 0.0581, 0.0975, 0.1013, 0.0885, 0.0495, -0.4405, 0.0395, 0.0647, 0.0956, 0.1043, 0.0748, 0.0360, -0.4298, 0.0519, 0.0772, 0.0952, 0.1053, 0.0596, 0.0484, -0.4273, 0.0597, 0.0526, 0.0751, 0.1068, 0.1014, 0.0460, -0.4383, 0.0679, 0.0484, 0.0967, 0.1017, 0.0857, 0.0295, -0.4452, 0.0592, 0.0455, 0.0734, 0.0940, 0.1064, 0.0496, -0.4171, 0.0426, 0.0622, 0.0936, 0.0964, 0.1020, 0.0360, -0.4450, 0.0522, 0.0509, 0.0843, 0.0997, 0.1032